24
Properties=species:S:1:pos:R:3:forces:R:3:mulliken_charge:R:1 method="wB97M-V/def2-TZVPD" charge=+1 spin_multiplicity=2 e_lumo_ev="-3.412 / -10.887" e_homo_ev="-14.6 / -14.1"
O -0.407773 -0.288045 -0.349482 -1.4 -1.3 0.8 -0.307
H -0.098703 0.614805 -0.424062 0.7 1.6 -0.3 0.313
H 0.389417 -0.817345 -0.373252 0.9 -0.4 -0.4 0.343
O -0.199423 -3.064765 1.604128 -0.4 0.5 -0.3 -0.608
H 0.041787 -3.854215 1.119548 0.1 -0.4 0.0 0.314
H 0.634237 -2.631645 1.787548 0.4 0.0 0.2 0.315
O 1.008787 2.110675 -0.362712 -0.2 -0.3 0.0 -0.665
H 1.491227 2.473205 0.380298 0.1 0.1 0.3 0.253
H 0.482807 2.841695 -0.687042 -0.4 0.5 -0.1 0.341
O -1.227813 -0.127025 2.686528 -0.2 0.3 -0.3 -0.548
H -0.888673 -0.602515 1.928148 0.0 -0.3 -0.3 0.291
H -0.655693 -0.387285 3.408448 0.1 0.0 0.5 0.323
O 2.544467 -0.115645 -1.242032 -0.3 -0.2 0.2 -0.582
H 3.227757 0.360905 -0.770612 0.2 0.1 0.2 0.304
H 2.930847 -0.306085 -2.096832 0.1 -0.2 -0.2 0.292
O -2.548923 -2.351995 -0.593492 -0.4 0.7 -0.4 -0.362
H -1.895893 -2.055715 0.040548 0.6 0.4 0.7 0.377
H -2.328033 -3.269315 -0.754642 0.0 -0.8 -0.3 0.380
O 1.195487 1.767435 -3.128342 -0.4 0.1 -0.3 -0.575
H 1.446277 1.783275 -2.204713 0.2 -0.1 0.4 0.417
H 1.893607 1.273335 -3.558132 0.1 0.0 -0.3 0.310
O -2.333833 2.454735 0.888238 0.2 0.2 -0.5 -0.574
H -2.247323 1.501465 0.893758 -0.1 -0.3 0.1 0.318
H -2.454613 2.690075 1.808168 -0.1 0.1 0.4 0.331